Record 1
Formula: C16H49BBrF5N15NbO33PS
Source: OMol25
Level of theory: ωB97M-V/def2-TZVPD

Structure (XYZ):
```
123
Properties=species:S:1:pos:R:3:mulliken_charge:R:1
H 10.651 9.064 -6.413 0.31
H 9.601 4.236 -3.165 0.32
O 5.548 6.259 -2.441 -0.48
C 9.232 5.227 -3.440 -0.65
H -8.179 0.098 7.954 0.28
H -2.675 -10.182 -1.719 0.32
N 6.728 -6.294 2.259 0.81
H 4.404 -3.389 3.230 0.27
H -9.285 0.781 6.714 0.29
C -6.321 4.587 -1.926 -0.60
O 11.095 5.903 -6.045 -0.47
N -2.644 5.904 3.445 0.92
H -3.630 -5.511 -2.990 0.28
H 2.250 -2.641 -0.340 0.30
H -7.366 4.690 -2.229 0.32
O -0.894 -11.751 -1.311 -0.55
O 4.291 5.594 -0.759 -0.48
N -5.517 -11.451 1.435 0.84
O 7.495 -5.844 1.400 -0.49
F -5.050 2.732 0.348 -0.28
O -4.706 -10.518 1.459 -0.50
H 5.369 2.340 -3.270 0.30
N 5.225 6.240 -1.248 0.80
O -3.047 -1.892 -1.274 -0.58
N 5.538 1.562 -1.333 0.93
H 1.450 -0.834 -2.457 0.23
H 0.432 -1.275 2.320 0.03
H -2.004 0.156 3.223 0.24
H -7.706 1.576 7.036 0.21
C -3.758 1.957 0.465 0.53
H 6.080 -8.011 3.302 0.32
O 8.164 7.002 -2.388 -0.48
O -1.949 0.247 -1.941 -0.44
F -5.012 -0.345 0.730 -0.26
C -6.358 -11.654 2.646 -0.72
H -5.171 -5.619 -2.060 0.30
H -1.323 -2.696 0.979 0.11
H -6.115 3.584 -1.546 0.13
S -2.586 -0.497 -0.720 0.65
H -2.299 -9.327 -0.184 0.25
O 1.071 -0.331 -1.653 -0.40
O -2.632 5.256 4.498 -0.51
N -5.481 4.790 -3.137 0.90
O -3.528 -7.498 -1.306 -0.57
Br 2.187 1.530 1.114 -0.30
P -0.123 1.528 1.163 0.35
N -2.002 1.913 -6.204 0.88
N 11.163 7.112 -5.792 0.78
F -4.909 0.724 -1.399 -0.27
H 5.641 6.961 0.693 0.31
C 4.889 2.487 -2.301 -0.30
H 0.120 2.069 3.374 0.30
O -3.111 7.039 3.296 -0.57
H -6.151 -12.656 3.026 0.27
N -1.478 -11.247 -0.344 0.87
H -3.490 -10.682 -0.198 0.09
H 8.451 5.150 -4.199 0.30
C -2.573 -10.282 -0.636 -0.41
H -6.603 3.283 2.941 0.31
O -6.411 3.352 5.953 -0.56
O -5.696 -12.233 0.494 -0.50
O 8.643 5.219 -1.186 -0.54
H 5.026 3.514 -1.954 -0.08
H -1.974 -1.499 3.353 0.25
O -1.236 -11.472 0.847 -0.54
O 11.720 7.618 -4.811 -0.48
O 1.340 -2.711 -0.776 -0.81
O -1.190 2.846 -6.180 -0.53
B 0.686 -1.368 -0.639 1.25
H -2.635 0.707 -4.613 0.24
H -6.095 -10.898 3.389 0.32
H 10.994 7.890 -7.729 0.29
O -5.660 4.008 -4.078 -0.51
O 5.905 -5.641 2.911 -0.50
H 6.577 -8.275 1.596 0.28
O -6.389 -0.493 6.153 -0.49
C -5.821 3.360 3.700 -0.53
H -2.824 5.186 1.485 0.22
H 9.453 7.782 -6.799 0.29
F -2.775 2.676 -0.393 -0.15
H -1.223 5.900 1.906 0.31
O 4.274 -1.999 0.337 -0.51
C -2.842 1.709 -4.993 -0.59
H -3.973 -4.337 -1.674 0.11
O -8.274 -0.596 5.016 -0.51
H -5.001 3.997 3.362 0.05
C 6.036 7.073 -0.319 -0.64
H -3.886 1.812 -5.296 0.28
H 3.828 2.232 -2.340 0.23
C 6.807 -7.755 2.529 -0.71
H 5.457 -3.779 1.828 0.27
O -2.904 -5.783 -0.072 -0.49
O -6.890 5.136 4.752 -0.54
C 4.901 -2.993 2.342 -0.79
O 6.095 2.068 -0.352 -0.53
N -7.583 -0.224 5.972 0.83
H 5.956 8.110 -0.651 0.29
N 3.868 -2.484 1.400 0.85
C -2.043 5.263 2.244 -0.40
H -2.580 2.465 -4.250 0.25
H 7.067 6.717 -0.372 0.19
O 2.686 -2.584 1.747 -0.52
Nb -0.853 -0.913 1.049 -0.61
O 5.470 0.353 -1.586 -0.52
C 10.514 8.037 -6.760 -0.73
N -6.423 4.001 4.900 0.92
C -4.093 0.461 -0.156 0.44
H -1.674 4.273 2.519 0.09
N -2.258 -0.723 2.682 -0.79
O -0.553 2.299 2.665 -0.62
N 8.631 5.867 -2.239 0.91
H 7.822 -7.974 2.866 0.27
H -6.059 5.343 -1.183 0.29
C -4.110 -5.364 -2.021 -0.50
F -3.424 1.953 1.910 -0.15
H -5.452 2.370 3.975 0.31
N -3.461 -6.289 -1.053 0.89
O -2.180 1.130 -7.145 -0.55
C -8.242 0.626 7.000 -0.60
H -7.402 -11.551 2.343 0.28
O -4.670 5.723 -3.113 -0.52
H 5.549 -2.154 2.605 0.33
H 10.052 5.863 -3.777 0.13
```

The net charge is -1. The total energy is -7836.4974 a.u. The maximum force is 8.0 eV/Å.

***

Record 2
Formula: C16H49F2InNO13S2
Source: OMol25
Level of theory: ωB97M-V/def2-TZVPD

Structure (XYZ):
```
84
Properties=species:S:1:pos:R:3:mulliken_charge:R:1
O 3.771 3.048 2.770 -0.48
O -3.942 3.565 1.899 -0.56
C 1.078 -3.710 2.159 -0.13
O 1.739 -0.063 4.900 -0.57
O 1.085 -2.303 1.847 -0.09
H -0.618 -1.046 -1.326 0.00
H -2.911 2.941 0.202 -0.01
H -3.834 -2.024 1.196 0.36
S 3.908 1.729 3.254 0.87
O -0.781 -1.497 -2.173 -0.54
H 0.436 4.231 0.584 0.15
H -4.505 4.088 1.321 0.32
H -2.284 -0.643 3.377 0.13
H 1.103 2.492 -4.218 0.26
H -2.857 -1.601 -1.964 0.34
H 2.111 -4.033 2.270 0.48
F 5.124 1.071 2.426 -0.31
C -2.001 -2.258 -2.143 0.01
C 0.171 -3.948 3.350 -1.13
H 0.166 -2.100 1.595 -0.09
F 0.453 0.342 2.979 -0.19
O 2.867 0.248 -2.433 -0.39
H 1.521 3.802 1.868 0.11
H 3.534 0.015 -3.088 0.27
H -2.433 1.430 2.253 0.21
H -1.214 3.286 -3.475 0.28
H -2.272 -2.040 -4.244 0.34
H -0.515 1.120 -0.575 -0.19
N 2.813 0.686 2.700 -0.06
C -1.995 3.034 -2.756 -1.58
H -2.173 3.859 -2.068 0.28
C 1.918 -3.648 -2.386 -0.30
C -1.883 2.338 2.018 -0.32
H 2.961 -3.886 -2.191 0.35
H 1.462 -4.844 -0.725 0.11
H -3.067 -0.365 1.102 0.10
H 1.887 5.262 0.924 0.48
S 1.633 0.907 3.889 0.97
C -3.010 -1.379 1.499 0.07
C 2.001 2.097 -3.744 -1.17
C -1.729 1.730 -2.033 -0.06
C 1.707 0.746 -3.114 0.65
H 2.164 3.911 -1.135 0.24
O 1.680 -2.403 -1.688 -0.11
H 2.782 1.990 -4.500 0.44
H 0.870 0.819 -2.426 -0.40
C 1.061 -4.737 -1.731 -0.88
H -4.032 -0.978 3.379 0.41
H -1.448 1.009 -2.807 0.35
H 2.376 2.801 -3.002 0.17
H 0.737 -2.170 -1.844 0.24
H 0.907 2.076 -0.430 0.19
H -1.168 -1.289 0.691 0.15
H -1.462 2.809 2.906 0.49
H 1.216 -5.691 -2.239 0.43
H 1.441 0.043 -3.907 0.52
H 0.357 -4.937 3.777 0.43
H 0.008 -4.471 -1.777 0.23
C -3.058 -1.324 3.024 -1.17
H -0.882 -3.908 3.072 0.21
H -1.916 -2.994 -1.343 0.24
H -0.018 -0.143 1.010 -0.34
H -1.326 -3.431 -3.869 0.28
H -0.998 2.080 1.430 -0.20
O 1.284 2.239 4.181 -0.52
O 0.170 -0.313 0.072 0.55
H -2.875 2.911 -3.393 0.44
H 1.646 -3.486 -3.430 0.29
C 1.490 4.250 0.876 -1.00
O -0.671 1.943 -1.094 -0.72
O 4.345 1.473 4.572 -0.53
H 3.348 3.467 0.018 0.46
H 0.338 -3.234 4.157 0.27
In 2.918 -0.623 0.384 1.16
H -2.616 1.412 -1.481 0.35
H 0.685 -4.295 1.321 0.04
C -2.719 3.301 1.218 -0.20
O -1.750 -1.941 1.113 -0.45
C -2.182 -2.852 -3.518 -1.44
O 1.833 2.082 -0.102 0.59
H -3.091 -3.446 -3.598 0.39
C 2.271 3.433 -0.154 -0.25
H -2.188 4.254 1.080 0.28
H -2.954 -2.318 3.458 0.35
```

The net charge is +1. The total energy is -2857.5969 a.u. The energy above the lowest of the compared OMol25 structures with the same formula, charge and spin comes out at 0.00 kcal per mole. The maximum force is 4.8 eV/Å.

***

| no. | orbital gap (eV) | LUMO energy (eV) |
| --- | --- | --- |
| 1 | 5.9 | 0.466 |
| 2 | 2.7 | -9.439 |